(1)
Molecular formula: C46H46N2O3PScTe
Method: DFT, wB97M-V/def2-TZVPD

Computed properties:
HOMO level   0.0002 Eh
Lowest unoccupied orbital energy   4.07 eV
DFT total energy   -94857.90306 eV
Max |F|   0.4 eV Å⁻¹

Geometry as ORCA input:
```
! RIJCOSX wB97M-V def2-TZVPD def2/J DEFGRID3
* xyz -2 1
Sc 1.142 1.369 1.716
C 0.511 3.702 2.466
C -0.573 2.878 2.827
C -0.137 1.992 3.830
C 1.221 2.279 4.104
C 1.618 3.335 3.262
H 0.511 4.435 1.672
H -1.539 2.879 2.348
H -0.716 1.199 4.278
H 1.854 1.743 4.795
H 2.609 3.760 3.198
O -0.107 1.411 0.251
C -0.735 1.425 -0.932
C -0.442 0.522 -1.937
C -1.235 0.465 -3.153
C -0.969 -0.372 -4.187
C 0.129 -1.272 -4.147
C 0.887 -1.278 -3.002
C 0.643 -0.461 -1.881
P 1.825 -0.561 -0.532
C 3.421 -0.364 -1.447
C 3.520 0.775 -2.256
C 4.686 1.067 -2.943
C 5.792 0.230 -2.836
C 5.708 -0.903 -2.041
C 4.534 -1.196 -1.353
C 1.931 -2.335 -0.056
C 1.112 -3.332 -0.579
C 1.195 -4.636 -0.108
C 2.097 -4.965 0.892
C 2.899 -3.972 1.442
C 2.805 -2.669 0.982
H -2.102 1.109 -3.215
H -1.622 -0.352 -5.056
H 0.357 -1.930 -4.976
H 1.740 -1.951 -2.956
H 2.661 1.431 -2.348
H 4.730 1.958 -3.558
H 6.706 0.457 -3.372
H 6.558 -1.571 -1.956
H 4.488 -2.091 -0.746
H 0.391 -3.080 -1.346
H 0.536 -5.394 -0.518
H 2.150 -5.980 1.269
H 3.568 -4.204 2.262
H 3.385 -1.884 1.457
O 3.152 4.163 -0.987
C 3.630 3.315 -0.262
C 5.146 3.090 -0.117
C 5.253 1.860 0.774
C 3.811 1.654 1.193
O 3.412 0.834 2.039
N 2.948 2.449 0.555
H 5.576 3.986 0.334
H 5.585 2.965 -1.105
H 5.884 1.980 1.656
H 5.586 0.972 0.234
C -3.270 -2.306 1.904
N -2.193 -2.353 0.936
C -2.720 -2.118 -0.400
C -1.166 -1.358 1.241
C -0.206 -1.696 2.361
C -0.251 -2.948 2.967
C 0.627 -3.273 3.995
C 1.567 -2.337 4.395
C 1.622 -1.102 3.752
C 0.752 -0.719 2.722
H -3.987 -3.107 1.705
H -3.815 -1.345 1.867
H -2.878 -2.431 2.913
H -3.456 -2.888 -0.647
H -1.913 -2.151 -1.134
H -3.206 -1.132 -0.494
H -1.624 -0.383 1.462
H -0.596 -1.192 0.325
H -0.963 -3.684 2.609
H 0.585 -4.253 4.460
H 2.270 -2.572 5.190
H 2.404 -0.412 4.063
C -7.683 0.235 -1.584
C -6.375 0.978 -1.506
C -5.867 1.658 -2.601
C -4.634 2.312 -2.554
C -4.163 3.036 -3.788
C -3.881 2.279 -1.375
Te -1.911 3.135 -1.305
C -4.405 1.631 -0.245
C -3.675 1.645 1.067
C -5.634 0.987 -0.331
H -8.200 0.447 -2.521
H -8.347 0.511 -0.761
H -7.525 -0.844 -1.526
H -6.434 1.674 -3.527
H -4.875 2.899 -4.605
H -3.182 2.679 -4.109
H -4.052 4.106 -3.604
H -3.604 2.666 1.447
H -2.653 1.283 0.954
H -4.191 1.031 1.807
H -6.019 0.474 0.546
*
```


(2)
Molecular formula: C46H47AsCdIN6S
Method: DFT, wB97M-V/def2-TZVPD

Computed properties:
HOMO level   -0.3677 Eh
Lowest unoccupied orbital energy   -2.04 eV
DFT total energy   -141740.69690 eV
Max |F|   0.6 eV Å⁻¹

Geometry as ORCA input:
```
! RIJCOSX wB97M-V def2-TZVPD def2/J DEFGRID3
* xyz 1 1
Cd -0.647 0.078 -0.326
N 1.620 0.854 -0.405
C 1.749 2.277 -0.780
C 0.933 2.558 -2.029
N -0.472 2.185 -1.859
C -1.393 3.245 -1.430
C -1.555 3.349 0.083
N -2.027 2.071 0.639
H 2.152 0.668 0.437
H 2.007 0.259 -1.134
H 2.787 2.556 -0.966
H 1.395 2.879 0.055
H 1.337 1.954 -2.843
H 1.049 3.611 -2.305
H -0.799 1.807 -2.737
H -2.373 3.015 -1.856
H -1.090 4.221 -1.819
H -2.237 4.176 0.292
H -0.603 3.589 0.555
H -2.959 1.856 0.295
H -2.095 2.127 1.649
I -1.707 -2.024 1.902
C -3.495 -1.969 0.770
C -4.544 -2.599 1.374
C -5.785 -2.697 0.713
C -5.915 -2.183 -0.540
C -4.829 -1.536 -1.183
C -4.998 -1.053 -2.503
C -3.964 -0.450 -3.151
C -2.734 -0.267 -2.478
C -2.500 -0.687 -1.188
C -3.565 -1.378 -0.527
H -4.428 -3.037 2.356
H -6.614 -3.193 1.203
H -6.854 -2.263 -1.078
H -5.962 -1.182 -2.982
H -4.081 -0.097 -4.169
H -1.939 0.210 -3.040
N 0.847 -2.243 -0.422
C 1.604 -3.069 -0.162
C 2.548 -4.089 0.204
C 3.846 -4.042 -0.305
C 4.758 -5.011 0.076
C 4.377 -6.018 0.954
C 3.082 -6.062 1.457
C 2.161 -5.098 1.085
H 4.127 -3.252 -0.991
H 5.768 -4.982 -0.314
H 5.094 -6.775 1.248
H 2.791 -6.849 2.142
H 1.151 -5.113 1.474
N -0.664 -2.743 -3.267
C -0.184 -1.794 -4.091
S 0.866 -0.631 -3.478
N -0.608 -1.917 -5.367
C -0.456 -1.110 -6.529
C -0.112 0.236 -6.530
C -0.039 0.922 -7.737
C -0.311 0.290 -8.940
C -0.663 -1.052 -8.934
C -0.734 -1.746 -7.738
H -0.465 -2.635 -2.287
H -1.424 -3.345 -3.537
H -1.115 -2.766 -5.558
H 0.106 0.742 -5.604
H 0.233 1.971 -7.727
H -0.251 0.835 -9.874
H -0.880 -1.564 -9.863
H -1.005 -2.797 -7.741
C 3.065 5.296 2.597
C 1.692 5.343 2.799
C 0.964 4.166 2.912
C 1.600 2.927 2.832
C 2.977 2.891 2.628
C 3.707 4.067 2.511
As 0.529 1.289 2.827
C 1.860 0.060 3.561
C 2.127 -1.098 2.835
C 3.089 -2.006 3.272
C 3.788 -1.755 4.444
C 3.521 -0.604 5.178
C 2.565 0.299 4.739
C -0.594 1.655 4.384
C -0.177 2.409 5.481
C -1.033 2.623 6.550
C -2.319 2.093 6.536
C -2.748 1.353 5.444
C -1.889 1.140 4.372
H 3.634 6.214 2.512
H 1.185 6.298 2.878
H -0.106 4.215 3.079
H 3.494 1.938 2.578
H 4.779 4.024 2.360
H 1.569 -1.302 1.928
H 3.288 -2.905 2.701
H 4.538 -2.457 4.790
H 4.062 -0.409 6.096
H 2.370 1.192 5.320
H 0.811 2.852 5.496
H -0.700 3.211 7.396
H -2.984 2.263 7.373
H -3.749 0.941 5.425
H -2.228 0.554 3.526
*
```


(3)
Molecular formula: C46H47BiN3O2P2S4
Method: DFT, wB97M-V/def2-TZVPD

Computed properties:
HOMO level   -0.5749 Eh
Lowest unoccupied orbital energy   -8.17 eV
DFT total energy   -124766.60844 eV
Max |F|   2.0 eV Å⁻¹

Geometry as ORCA input:
```
! RIJCOSX wB97M-V def2-TZVPD def2/J DEFGRID3
* xyz 3 1
Bi -0.216 0.510 0.631
C 1.880 3.902 2.095
C 1.165 3.649 3.408
S 0.200 2.085 3.434
C -1.437 2.674 4.028
C -2.136 3.677 3.127
S -2.230 3.130 1.371
C -1.732 4.645 0.490
C -0.287 5.050 0.706
S 0.887 3.639 0.586
H 2.724 3.224 1.975
H 2.245 4.930 2.059
H 0.470 4.447 3.662
H 1.914 3.575 4.198
H -1.291 3.106 5.019
H -2.023 1.759 4.126
H -1.635 4.642 3.119
H -3.157 3.829 3.479
H -2.403 5.449 0.795
H -1.914 4.406 -0.556
H -0.128 5.500 1.683
H -0.007 5.775 -0.058
O 3.541 1.704 0.934
S 2.582 0.932 0.161
C 2.594 1.631 -1.511
C 3.696 2.375 -1.893
C 3.737 2.952 -3.151
C 2.662 2.804 -4.014
C 1.554 2.073 -3.621
C 1.497 1.488 -2.355
P 0.045 0.445 -1.997
C -1.461 1.349 -2.450
C -2.660 0.637 -2.532
C -3.851 1.307 -2.742
C -3.852 2.684 -2.905
C -2.658 3.386 -2.873
C -1.465 2.730 -2.619
C 0.308 -0.882 -3.218
C 1.428 -1.697 -3.084
C 1.725 -2.619 -4.071
C 0.919 -2.716 -5.196
C -0.180 -1.886 -5.335
C -0.495 -0.966 -4.349
C 3.422 -0.651 -0.100
C 4.755 -0.647 -0.465
C 5.448 -1.846 -0.527
C 4.802 -3.032 -0.212
C 3.470 -3.032 0.174
C 2.763 -1.829 0.238
P 1.052 -1.834 0.874
C 1.203 -1.613 2.670
C 0.000 -1.486 3.369
C 0.013 -1.247 4.728
C 1.226 -1.092 5.386
C 2.416 -1.195 4.689
C 2.416 -1.463 3.329
C 0.444 -3.523 0.563
C -0.039 -4.305 1.607
C -0.464 -5.598 1.348
C -0.401 -6.115 0.063
C 0.095 -5.337 -0.972
C 0.505 -4.039 -0.733
H 4.507 2.508 -1.194
H 4.606 3.512 -3.458
H 2.684 3.262 -4.991
H 0.719 1.960 -4.297
H -2.655 -0.440 -2.463
H -4.777 0.756 -2.805
H -4.780 3.205 -3.074
H -2.657 4.450 -3.053
H -0.539 3.286 -2.578
H 2.072 -1.596 -2.222
H 2.588 -3.257 -3.969
H 1.160 -3.424 -5.974
H -0.797 -1.942 -6.219
H -1.344 -0.311 -4.477
H 5.248 0.289 -0.674
H 6.489 -1.843 -0.810
H 5.345 -3.966 -0.251
H 2.986 -3.960 0.445
H -0.937 -1.585 2.832
H -0.913 -1.171 5.273
H 1.235 -0.880 6.443
H 3.356 -1.062 5.201
H 3.345 -1.546 2.786
H -0.057 -3.926 2.618
H -0.836 -6.209 2.154
H -0.727 -7.125 -0.133
H 0.170 -5.744 -1.970
H 0.861 -3.430 -1.548
C -5.544 -2.028 1.312
N -4.250 -1.660 0.781
C -3.496 -2.463 -0.154
C -2.232 -1.643 -0.308
O -1.256 -1.855 -0.994
N -2.339 -0.550 0.499
C -3.556 -0.573 1.098
N -3.985 0.369 1.923
H -5.826 -2.996 0.910
H -6.312 -1.308 1.023
H -5.511 -2.108 2.400
H -4.019 -2.583 -1.108
H -3.270 -3.463 0.232
H -3.501 1.255 1.942
H -4.932 0.343 2.272
*
```


(4)
Molecular formula: C46H47BrN6O6PSSn
Method: DFT, wB97M-V/def2-TZVPD

Computed properties:
HOMO level   -0.1625 Eh
Lowest unoccupied orbital energy   2.31 eV
DFT total energy   -165694.99750 eV
Max |F|   0.6 eV Å⁻¹

Geometry as ORCA input:
```
! RIJCOSX wB97M-V def2-TZVPD def2/J DEFGRID3
* xyz -1 1
Sn -0.154 0.925 -0.782
O -6.575 0.881 0.084
C -5.248 0.959 -0.206
C -4.475 2.050 0.176
C -3.126 2.018 -0.107
N -2.567 0.988 -0.729
C -3.313 -0.023 -1.163
C -4.671 -0.082 -0.923
C -2.559 -1.060 -1.999
O -3.216 -1.770 -2.767
O -1.302 -1.005 -1.870
C -2.200 3.187 0.216
O -2.702 4.197 0.696
O -0.976 2.996 -0.098
H -6.810 1.635 0.637
H -4.881 2.909 0.696
H -5.254 -0.915 -1.288
C 4.867 0.188 1.231
C 4.367 -1.018 0.445
C 5.013 -1.041 -0.940
P 2.505 -1.073 0.243
C 2.290 -2.832 -0.365
C 3.152 -3.925 0.261
C 0.813 -3.203 -0.240
C 1.899 -1.129 1.963
C 2.664 -1.813 2.917
C 2.308 -1.972 4.242
C 3.187 -2.694 5.230
C 1.093 -1.403 4.615
C 0.310 -0.713 3.720
C 0.659 -0.523 2.346
N -0.168 0.228 1.534
C -1.430 0.546 2.107
C -2.482 -0.383 2.042
C -2.252 -1.743 1.444
C -3.724 -0.051 2.570
C -3.960 1.179 3.170
C -5.320 1.537 3.712
C -2.903 2.074 3.256
C -1.644 1.777 2.744
C -0.512 2.750 2.914
H 5.932 0.069 1.450
H 4.339 0.309 2.177
H 4.750 1.103 0.649
H 4.680 -1.921 0.976
H 4.716 -0.163 -1.514
H 4.719 -1.925 -1.511
H 6.104 -1.043 -0.853
H 2.537 -2.768 -1.431
H 2.980 -3.999 1.335
H 4.220 -3.782 0.083
H 2.877 -4.889 -0.179
H 0.518 -3.231 0.813
H 0.637 -4.195 -0.668
H 0.163 -2.500 -0.758
H 3.609 -2.241 2.602
H 3.946 -3.288 4.719
H 2.603 -3.370 5.860
H 3.706 -1.998 5.895
H 0.753 -1.495 5.643
H -0.614 -0.284 4.083
H -1.683 -1.681 0.519
H -3.201 -2.245 1.247
H -1.669 -2.365 2.130
H -4.534 -0.772 2.495
H -6.055 0.771 3.462
H -5.668 2.491 3.309
H -5.300 1.638 4.800
H -3.062 3.044 3.718
H -0.819 3.587 3.542
H -0.192 3.145 1.950
H 0.345 2.253 3.377
N -0.468 -1.375 -4.490
C 0.564 -2.304 -4.656
C 0.270 -3.597 -5.059
C 1.282 -4.534 -5.236
C 2.602 -4.176 -5.029
C 2.901 -2.878 -4.626
C 1.894 -1.949 -4.423
S 2.293 -0.338 -3.801
N 0.844 0.501 -3.865
C -0.262 -0.052 -4.166
C -1.482 0.816 -4.166
C -2.607 0.493 -4.915
C -3.705 1.337 -4.863
C -3.644 2.472 -4.073
C -2.480 2.705 -3.353
N -1.429 1.897 -3.391
H -1.392 -1.739 -4.308
H -0.765 -3.874 -5.222
H 1.029 -5.542 -5.539
H 3.399 -4.895 -5.170
H 3.929 -2.584 -4.443
H -2.633 -0.395 -5.530
H -4.600 1.102 -5.424
H -4.483 3.150 -3.992
H -2.388 3.566 -2.698
O 3.092 6.155 2.067
C 2.722 5.038 1.388
C 2.640 3.788 1.990
C 2.243 2.718 1.213
N 1.957 2.820 -0.086
C 2.030 4.019 -0.624
Br 1.571 4.131 -2.455
C 2.407 5.169 0.046
H 3.226 5.929 2.994
H 2.854 3.654 3.044
H 2.114 1.734 1.650
H 2.436 6.131 -0.443
*
```